Below is 10 unconnected molecules or ions with the total composition C37H88Cl9N7O12, with properties calculated with ωB97M-V/def2-TZVPD.

Computed properties:
net charge = 0
SMILES = COCCNCCOC.COCCNCCOC.COCCNCCOC.COCCNCCOC.COCCNCCOC.ClC(Cl)Cl.ClC(Cl)Cl.ClC(Cl)Cl.CC(N)=O.CC(N)=O
molar mass = 1142.22 g mol⁻¹
Kohn-Sham gap = 8.494 eV
highest occupied orbital energy = -8.35 eV

Each atom is followed by the atoms it is bonded to, with distances in Å.
Geometry (Å):
1 C -0.876 -5.684 -10.536  O2 1.389, H10 1.090, H11 1.090, H12 1.090
2 O 0.229 -4.983 -10.071  C1 1.389, C3 1.435
3 C -0.006 -4.327 -8.817  O2 1.435, C4 1.543, H13 1.090, H14 1.090
4 C -0.010 -5.256 -7.585  C3 1.543, N5 1.464, H15 1.090, H16 1.090
5 N 1.288 -5.931 -7.581  C4 1.464, C6 1.474, H17 1.010
6 C 1.288 -7.247 -6.917  N5 1.474, C7 1.605, H18 1.090, H19 1.090
7 C 0.637 -8.319 -7.919  C6 1.605, O8 1.407, H20 1.090, H21 1.090
8 O -0.709 -8.401 -7.516  C7 1.407, C9 1.346
9 C -1.460 -9.150 -8.346  O8 1.346, H22 1.090, H23 1.090, H24 1.090
10 H -1.861 -5.226 -10.442  C1 1.090
11 H -0.908 -6.575 -9.908  C1 1.090
12 H -0.697 -5.985 -11.568  C1 1.090
13 H -0.886 -3.684 -8.801  C3 1.090
14 H 0.756 -3.558 -8.690  C3 1.090
15 H -0.825 -5.980 -7.581  C4 1.090
16 H -0.126 -4.784 -6.609  C4 1.090
17 H 1.585 -6.030 -8.542  N5 1.010
18 H 0.691 -7.253 -6.005  C6 1.090
19 H 2.317 -7.471 -6.635  C6 1.090
20 H 1.124 -9.274 -7.723  C7 1.090
21 H 0.808 -8.324 -8.995  C7 1.090
22 H -1.131 -9.245 -9.381  C9 1.090
23 H -2.450 -8.699 -8.286  C9 1.090
24 H -1.482 -10.189 -8.017  C9 1.090
25 C 7.257 6.603 1.246  O26 1.451, H34 1.090, H35 1.090, H36 1.090
26 O 5.941 7.215 1.255  C25 1.451, C27 1.449
27 C 5.811 8.657 1.319  O26 1.449, C28 1.551, H37 1.090, H38 1.090
28 C 4.319 9.082 1.320  C27 1.551, N29 1.462, H39 1.090, H40 1.090
29 N 3.863 8.800 2.680  C28 1.462, C30 1.507, H41 1.010
30 C 2.359 8.808 2.779  N29 1.507, C31 1.588, H42 1.090, H43 1.090
31 C 1.902 8.491 4.267  C30 1.588, O32 1.421, H44 1.090, H45 1.090
32 O 2.420 7.296 4.835  C31 1.421, C33 1.411
33 C 1.966 6.119 4.200  O32 1.411, H46 1.090, H47 1.090, H48 1.090
34 H 7.221 5.538 1.478  C25 1.090
35 H 7.742 7.025 2.126  C25 1.090
36 H 7.866 7.037 0.454  C25 1.090
37 H 6.321 8.915 0.391  C27 1.090
38 H 6.363 9.121 2.136  C27 1.090
39 H 3.704 8.571 0.580  C28 1.090
40 H 4.369 10.156 1.138  C28 1.090
41 H 4.150 7.842 2.821  N29 1.010
42 H 1.949 8.000 2.174  C30 1.090
43 H 1.968 9.760 2.418  C30 1.090
44 H 0.816 8.545 4.341  C31 1.090
45 H 2.194 9.297 4.941  C31 1.090
46 H 2.411 5.315 4.786  C33 1.090
47 H 2.242 5.915 3.166  C33 1.090
48 H 0.877 6.152 4.252  C33 1.090
49 C 4.677 1.520 -4.237  O50 1.420, H58 1.090, H59 1.090, H60 1.090
50 O 4.369 1.335 -2.862  C49 1.420, C51 1.428
51 C 4.686 2.533 -2.152  O50 1.428, C52 1.593, H61 1.090, H62 1.090
52 C 3.792 2.698 -0.843  C51 1.593, N53 1.482, H63 1.090, H64 1.090
53 N 3.928 1.563 0.099  C52 1.482, C54 1.442, H65 1.010
54 C 5.056 1.867 0.944  N53 1.442, C55 1.537, H66 1.090, H67 1.090
55 C 5.028 0.883 2.123  C54 1.537, O56 1.457, H68 1.090, H69 1.090
56 O 6.042 1.287 3.088  C55 1.457, C57 1.372
57 C 6.029 0.540 4.238  O56 1.372, H70 1.090, H71 1.090, H72 1.090
58 H 4.676 0.553 -4.738  C49 1.090
59 H 5.638 1.977 -4.470  C49 1.090
60 H 3.905 2.145 -4.687  C49 1.090
61 H 4.538 3.438 -2.740  C51 1.090
62 H 5.731 2.419 -1.862  C51 1.090
63 H 2.791 2.755 -1.270  C52 1.090
64 H 3.996 3.666 -0.384  C52 1.090
65 H 4.021 0.683 -0.388  N53 1.010
66 H 4.900 2.816 1.457  C54 1.090
67 H 6.088 1.744 0.614  C54 1.090
68 H 5.126 -0.167 1.846  C55 1.090
69 H 4.036 0.938 2.572  C55 1.090
70 H 6.817 0.638 4.985  C57 1.090
71 H 6.204 -0.464 3.851  C57 1.090
72 H 5.042 0.700 4.671  C57 1.090
73 C -1.621 1.712 8.310  O74 1.435, H82 1.090, H83 1.090, H84 1.090
74 O -0.369 1.936 8.974  C73 1.435, C75 1.445
75 C -0.391 1.645 10.390  O74 1.445, C76 1.575, H85 1.090, H86 1.090
76 C 1.000 2.022 11.025  C75 1.575, N77 1.488, H87 1.090, H88 1.090
77 N 1.297 3.476 10.911  C76 1.488, C78 1.479, H89 1.010
78 C 2.701 3.874 11.152  N77 1.479, C79 1.525, H90 1.090, H91 1.090
79 C 2.830 5.394 11.172  C78 1.525, O80 1.467, H92 1.090, H93 1.090
80 O 4.203 5.910 11.156  C79 1.467, C81 1.473
81 C 4.804 6.073 9.821  O80 1.473, H94 1.090, H95 1.090, H96 1.090
82 H -1.535 0.802 7.716  C73 1.090
83 H -1.815 2.559 7.652  C73 1.090
84 H -2.502 1.671 8.951  C73 1.090
85 H -0.609 0.601 10.617  C75 1.090
86 H -1.230 2.166 10.850  C75 1.090
87 H 1.666 1.473 10.359  C76 1.090
88 H 1.101 1.688 12.058  C76 1.090
89 H 1.094 3.623 9.933  N77 1.010
90 H 3.350 3.423 10.401  C78 1.090
91 H 3.157 3.571 12.094  C78 1.090
92 H 2.290 5.885 11.981  C79 1.090
93 H 2.284 5.608 10.253  C79 1.090
94 H 5.864 6.319 9.866  C81 1.090
95 H 4.301 6.916 9.347  C81 1.090
96 H 4.709 5.184 9.196  C81 1.090
97 C -2.227 -12.929 0.513  O98 1.432, H106 1.090, H107 1.090, H108 1.090
98 O -1.999 -12.525 -0.842  C97 1.432, C99 1.421
99 C -3.149 -12.437 -1.673  O98 1.421, C100 1.550, H109 1.090, H110 1.090
100 C -3.918 -11.096 -1.559  C99 1.550, N101 1.469, H111 1.090, H112 1.090
101 N -3.024 -9.957 -1.803  C100 1.469, C102 1.462, H113 1.010
102 C -3.547 -8.660 -1.376  N101 1.462, C103 1.551, H114 1.090, H115 1.090
103 C -3.630 -8.336 0.139  C102 1.551, O104 1.453, H116 1.090, H117 1.090
104 O -4.882 -8.791 0.719  C103 1.453, C105 1.456
105 C -6.094 -8.109 0.289  O104 1.456, H118 1.090, H119 1.090, H120 1.090
106 H -3.017 -12.307 0.933  C97 1.090
107 H -1.325 -12.793 1.110  C97 1.090
108 H -2.680 -13.915 0.617  C97 1.090
109 H -3.882 -13.150 -1.295  C99 1.090
110 H -2.903 -12.670 -2.709  C99 1.090
111 H -4.281 -11.080 -0.531  C100 1.090
112 H -4.787 -11.096 -2.217  C100 1.090
113 H -2.747 -9.957 -2.774  N101 1.010
114 H -4.481 -8.438 -1.892  C102 1.090
115 H -2.828 -7.918 -1.725  C102 1.090
116 H -3.626 -7.246 0.122  C103 1.090
117 H -2.800 -8.706 0.741  C103 1.090
118 H -5.954 -7.071 0.594  C105 1.090
119 H -6.809 -8.612 0.940  C105 1.090
120 H -6.308 -8.293 -0.764  C105 1.090
121 Cl -9.383 -0.744 -6.685  C122 1.775
122 C -7.836 -1.561 -6.980  Cl121 1.775, Cl123 1.754, Cl124 1.738, H125 1.090
123 Cl -7.430 -2.617 -5.639  C122 1.754
124 Cl -6.534 -0.452 -7.289  C122 1.738
125 H -7.813 -2.192 -7.869  C122 1.090
126 Cl -11.620 -0.792 0.000  C127 1.752
127 C -10.425 0.207 0.800  Cl126 1.752, Cl128 1.786, Cl129 1.829, H130 1.090
128 Cl -10.321 -0.205 2.535  C127 1.786
129 Cl -10.835 1.972 0.553  C127 1.829
130 H -9.463 0.063 0.308  C127 1.090
131 Cl -1.713 4.265 -7.803  C132 1.747
132 C -2.310 5.863 -8.182  Cl131 1.747, Cl133 1.805, Cl134 1.818, H135 1.090
133 Cl -4.098 5.960 -7.952  C132 1.805
134 Cl -1.996 6.293 -9.921  C132 1.818
135 H -1.819 6.611 -7.560  C132 1.090
136 C -1.653 0.447 -1.742  C137 1.518, H140 1.090, H141 1.090, H142 1.090
137 C -2.247 0.248 -0.360  C136 1.518, N138 1.325, O139 1.230
138 N -1.502 0.504 0.705  C137 1.325, H143 1.010, H144 1.010
139 O -3.423 -0.032 -0.134  C137 1.230
140 H -1.778 1.516 -1.919  C136 1.090
141 H -2.306 0.098 -2.542  C136 1.090
142 H -0.708 -0.013 -2.031  C136 1.090
143 H -1.969 0.421 1.597  N138 1.010
144 H -0.612 0.972 0.619  N138 1.010
145 C -4.209 7.094 -0.408  C146 1.584, H149 1.090, H150 1.090, H151 1.090
146 C -3.497 7.924 -1.554  C145 1.584, N147 1.324, O148 1.223
147 N -4.194 8.961 -1.994  C146 1.324, H152 1.010, H153 1.010
148 O -2.404 7.627 -2.015  C146 1.223
149 H -4.072 6.035 -0.628  C145 1.090
150 H -5.286 7.262 -0.433  C145 1.090
151 H -3.814 7.420 0.554  C145 1.090
152 H -5.116 9.086 -1.601  N147 1.010
153 H -3.741 9.567 -2.664  N147 1.010